Record 1
One molecule with the formula C4H6S2 in a non-equilibrium geometry, computed with ωB97M-V with the def2-TZVPD basis set.

Calculated values
* SMILES: C=CSC(C)=S
* total energy: -25914.1515 eV
* energy above the lowest of the compared OMol25 structures with the same formula, charge and spin: 26.3 kcal/mol
* total charge: 0
* LUMO energy: -0.24 eV

```
12
Properties=species:S:1:pos:R:3:mulliken_charge:R:1
C -1.4000 -0.5694 -1.0245 -1.316
C 0.0523 -0.5631 -0.6820 0.502
C -0.7740 1.0819 1.4724 -0.073
C -0.8776 2.1355 2.2561 -0.663
H -1.8491 -1.2781 -0.2833 0.352
H -1.8132 0.4690 -1.0147 0.353
H -1.5261 -1.0716 -1.9852 0.378
H -1.5661 0.4195 1.2740 0.332
H -0.0884 2.7935 2.6161 0.248
H -1.8486 2.4684 2.6247 0.224
S 0.9886 -1.6649 -1.4006 -0.245
S 0.6794 0.6456 0.4404 -0.091
```

Record 2
One molecule with the formula C4H6S2 in a non-equilibrium geometry, computed with ωB97M-V with the def2-TZVPD basis set.

Calculated values
* SMILES: S=CSC1CC1
* total energy: -25913.3385 eV
* energy above the lowest of the compared OMol25 structures with the same formula, charge and spin: 45.0 kcal/mol
* total charge: 0
* LUMO energy: -0.13 eV

```
12
Properties=species:S:1:pos:R:3:mulliken_charge:R:1
C 2.5059 0.1481 0.0778 -0.233
C -0.2729 -0.2217 0.5209 -0.088
C -1.1803 0.6509 -0.2885 -0.271
C -1.5538 -0.7465 -0.2074 -0.708
H 2.3616 1.1942 0.3627 0.311
H -0.3468 0.1200 1.6179 0.318
H -0.8438 1.0247 -1.3496 0.189
H -1.7977 1.3522 0.2263 0.266
H -2.4952 -0.8837 0.2286 0.258
H -1.5456 -1.3869 -1.0654 0.261
S 4.0504 -0.2157 -0.1238 -0.210
S 1.1181 -1.0355 0.0006 -0.092
```

Record 3
One molecule with the formula C4H6S2 in a non-equilibrium geometry, computed with ωB97M-V with the def2-TZVPD basis set.

Calculated values
* SMILES: C1S[C@@H]2C[C@H]2S1
* total energy: -25911.5174 eV
* energy above the lowest of the compared OMol25 structures with the same formula, charge and spin: 87.0 kcal/mol
* total charge: 0
* LUMO energy: 0.71 eV

```
12
Properties=species:S:1:pos:R:3:mulliken_charge:R:1
C -1.8518 -0.0182 0.0427 -0.530
C 0.6234 0.5895 0.3505 -0.306
C 1.9236 -0.1334 -0.0078 -0.456
C 0.4688 -0.5764 -0.4883 -0.120
H -2.3580 0.2083 1.0916 0.296
H -2.8663 0.1373 -0.6359 0.323
H 0.2247 0.4677 1.3130 0.302
H 2.6555 0.2285 -0.7318 0.293
H 2.3182 -0.4294 0.9340 0.245
H 0.6694 -0.5885 -1.6204 0.214
S -0.8314 1.6194 -0.2020 -0.119
S -0.9762 -1.5049 -0.0455 -0.142
```

Record 4
One molecule with the formula C4H6S3 in a non-equilibrium geometry, computed with ωB97M-V with the def2-TZVPD basis set.

Calculated values
* SMILES: C=CSC(=S)CS
* total energy: -36749.7262 eV
* energy above the lowest of the compared OMol25 structures with the same formula, charge and spin: 12.3 kcal/mol
* total charge: 0
* LUMO energy: -0.55 eV

```
13
Properties=species:S:1:pos:R:3:mulliken_charge:R:1
C -0.8956 -1.3481 1.5240 -0.675
C -0.4190 -0.7913 0.2079 0.256
C 0.9806 1.1207 -1.1241 -0.058
C 2.0701 1.7640 -1.5479 -0.607
H -3.0577 -0.5536 1.0063 0.139
H -0.9817 -2.4223 1.3867 0.374
H -0.1539 -1.1793 2.3149 0.312
H 0.0438 1.0906 -1.6760 0.274
H 2.9791 1.8202 -0.9418 0.230
H 2.1176 2.0725 -2.5878 0.252
S -2.4063 -0.6816 2.1700 -0.196
S -1.1408 -1.2249 -1.1965 -0.214
S 0.8639 0.3331 0.4641 -0.084
```

Record 5
C4H7AlNO as an isolated structure in a non-equilibrium geometry, computed with ωB97M-V with the def2-TZVPD basis set.

Calculated values
* total energy: -14394.3075 eV
* total charge: -1
* LUMO energy: 3.61 eV

```
14
Properties=species:S:1:pos:R:3:mulliken_charge:R:1
C -1.8413 -1.3885 -0.1850 -0.580
C -0.5805 -1.0471 -0.8093 -0.325
C 0.7108 -0.9448 0.1698 -0.723
Al 1.5490 0.9216 -0.1772 0.302
N 0.1951 2.3085 -0.4103 -0.501
C -0.5429 2.3960 0.6375 0.689
O -1.1666 2.5353 1.7208 -0.616
H -2.3000 -2.4343 -0.3120 0.211
H -2.3433 -0.6035 0.4969 0.209
H -0.4146 -0.8599 -1.9240 0.298
H 0.3843 -1.0224 1.2707 0.238
H 1.4221 -1.8081 -0.0803 0.317
H 2.4827 1.2121 1.1080 -0.248
H 2.4453 0.7352 -1.5053 -0.270
```

Record 6
A 2-piece molecular cluster, C4H7BO2 overall in a non-equilibrium geometry, computed with ωB97M-V with the def2-TZVPD basis set.

Calculated values
* total energy: -9027.1827 eV
* energy above the lowest of the compared OMol25 structures with the same formula, charge and spin: 164.4 kcal/mol
* total charge: 0
* LUMO energy (spin up / spin down): -0.10 / -0.13 eV

```
14
Properties=species:S:1:pos:R:3:mulliken_charge:R:1
B 0.0158 0.1939 -0.5333 -0.168
C -3.8294 -1.0025 0.1887 0.034
C 2.1655 1.2159 0.2028 -0.084
C -0.0429 -1.0458 0.2982 -0.701
C 1.0472 1.2436 -0.8913 -0.347
O -3.4925 -2.1487 0.3949 -0.310
O 2.5103 2.1302 0.8682 -0.453
H -3.3506 -0.1166 0.4729 0.263
H 2.6121 0.2529 0.4442 0.423
H 0.5944 -1.8455 -0.1051 0.316
H -1.0382 -1.3911 0.4175 0.099
H 0.4418 -0.7124 1.1537 0.391
H 1.6253 0.8805 -1.8475 0.253
H 0.7412 2.3457 -1.0639 0.283
```

Record 7
One molecule with the formula C4H7BO2 in a non-equilibrium geometry, computed with ωB97M-V with the def2-TZVPD basis set.

Calculated values
* total energy: -9028.2506 eV
* energy above the lowest of the compared OMol25 structures with the same formula, charge and spin: 54.1 kcal/mol
* spin multiplicity: 3
* total charge: 0
* expectation value of S²: 2.009
* LUMO energy (spin up / spin down): 0.79 / -3.28 eV

```
14
Properties=species:S:1:pos:R:3:lowdin_spin:R:1
B -0.8771 -0.2596 0.1154 0.083
C 2.0482 0.6645 0.0205 0.091
C 1.2875 -0.1649 1.0589 0.053
C 1.6295 -0.7361 -0.2787 0.676
C -2.4536 0.1192 0.0170 0.059
O -0.1039 -0.0146 1.2492 0.088
O -0.2667 -0.6186 -1.0144 0.837
H 1.5971 1.5059 -0.4319 0.015
H 3.1001 0.8236 0.4191 0.038
H 1.6517 -0.3848 2.0253 0.010
H 1.7893 -1.6972 -0.6340 0.039
H -2.6543 0.2606 -0.9972 -0.001
H -2.7528 0.9887 0.6303 0.008
H -3.2356 -0.6154 0.2978 0.002
```

Record 8
One molecule with the formula C4H7Br in a non-equilibrium geometry, computed with ωB97M-V with the def2-TZVPD basis set.

Calculated values
* total energy: -74300.3347 eV
* energy above the lowest of the compared OMol25 structures with the same formula, charge and spin: 76.1 kcal/mol
* total charge: 0
* LUMO energy: 0.35 eV

```
12
Properties=species:S:1:pos:R:3:mulliken_charge:R:1
C -0.6065 -0.6303 -0.9796 -0.762
C -0.1372 0.4165 0.0366 0.366
C 1.2892 0.2280 -0.5684 -0.455
C -0.2649 0.0018 1.4755 -1.162
Br 1.4587 1.4926 -1.9835 -0.163
H -0.8999 -1.6998 -0.7398 0.252
H -0.8979 -0.2628 -2.0094 0.268
H -0.5496 1.3786 -0.1530 0.396
H 1.8234 -0.7384 -0.7554 0.401
H -1.3770 0.3399 1.7871 0.279
H 0.4957 0.5713 2.1407 0.274
H -0.3339 -1.0976 1.7492 0.306
```

Record 9
C4H7Br3 as an isolated structure in a non-equilibrium geometry, computed with ωB97M-V with the def2-TZVPD basis set.

Calculated values
* total energy: -214388.0860 eV
* energy above the lowest of the compared OMol25 structures with the same formula, charge and spin: 1.9 kcal/mol
* total charge: 0
* LUMO energy: 0.54 eV

```
14
Properties=species:S:1:pos:R:3:mulliken_charge:R:1
C 1.6559 0.4398 0.3752 -0.967
C 0.3842 0.2628 1.1313 -0.471
C -0.8916 -0.7254 -1.2508 -0.740
C -1.1634 0.1859 -0.0920 -0.207
Br -0.5311 -2.5422 -0.6541 -0.112
Br -1.3800 2.0040 -0.7569 -0.044
Br -2.6829 -0.3531 0.9646 -0.013
H 1.9210 -0.4534 -0.1862 0.254
H 2.4488 0.6217 1.1001 0.363
H 1.6125 1.2987 -0.2927 0.290
H 0.0978 1.1106 1.7389 0.382
H 0.2904 -0.6769 1.6598 0.396
H -1.7471 -0.7816 -1.9296 0.465
H -0.0146 -0.3909 -1.8075 0.404
```

Record 10
One molecule with the formula C4H7BrF2S in a non-equilibrium geometry, computed with ωB97M-V with the def2-TZVPD basis set.

Calculated values
* total energy: -90568.1359 eV
* spin multiplicity: 3
* total charge: 0
* expectation value of S²: 2.009
* LUMO energy (spin up / spin down): 0.69 / -1.90 eV

```
15
Properties=species:S:1:pos:R:3:lowdin_spin:R:1
C 1.7769 -0.7412 -0.5249 0.031
C 0.2449 -0.8064 -0.3238 0.007
C -2.1511 -0.1264 0.9583 0.433
C 0.7782 1.8007 -0.0767 0.723
F 0.8317 3.0113 0.6343 0.115
F 0.5533 2.2577 -1.2969 0.140
S -0.1717 0.5552 0.7408 0.359
Br -2.7904 -1.7395 -0.0498 0.138
H 2.2171 0.0321 0.1688 0.018
H 2.0534 -1.7511 -0.2413 0.003
H 2.1802 -0.5408 -1.4564 0.001
H -0.0227 -1.8437 0.1758 0.001
H -0.4138 -0.6753 -1.1528 0.003
H -2.5492 0.7894 0.4838 0.005
H -2.5368 -0.2219 1.9609 0.025
```